No. 1
Here is a structure of composition C33H27LiN2O2P2S3 from the Open Molecules 2025 dataset. Energies are from ωB97M-V with the def2-TZVPD basis set.

Cartesian coordinates (Å):
H: -2.881 -7.368 -1.315
H: -2.807 -3.208 -0.279
C: -0.698 -4.965 -2.267
C: -2.427 -6.388 -1.395
C: -7.170 2.519 -3.774
O: -1.156 -1.336 -0.576
S: -0.866 2.447 0.492
C: -5.155 3.838 -3.851
C: 4.675 -2.142 -1.322
C: 2.629 1.760 -4.131
H: 2.299 1.747 -2.003
H: 2.814 -1.007 -6.084
C: -0.988 -1.799 -5.661
C: 3.799 -1.361 -0.570
C: 2.436 1.152 -2.899
H: -8.193 2.351 -4.092
C: 5.434 -1.212 1.188
C: 6.302 -1.995 0.441
C: -1.669 2.860 -0.960
H: 2.467 -2.100 -3.906
H: 4.391 -2.490 -2.310
H: -4.763 1.188 -1.786
N: -2.928 2.789 -1.240
H: -0.951 0.472 -2.542
H: -6.946 4.318 -4.920
O: 1.489 0.060 -0.243
C: -1.287 -6.214 -2.171
P: -0.552 -2.226 -1.620
C: -1.254 -3.878 -1.592
C: -0.805 -2.363 -4.409
C: -4.546 2.939 -2.987
C: 5.923 -2.460 -0.814
C: 2.525 -1.018 -3.961
C: 2.717 -0.404 -5.189
C: 4.179 -0.893 0.685
C: -6.560 1.641 -2.888
C: 2.768 0.982 -5.272
N: -3.190 3.123 -2.567
C: -6.467 3.619 -4.245
S: -2.101 3.672 -5.019
H: 2.659 2.840 -4.200
C: -1.118 0.390 -4.666
H: 7.281 -2.241 0.833
C: -2.978 -5.312 -0.713
H: 1.701 -3.197 -1.930
C: -5.249 1.849 -2.490
C: -1.140 -0.425 -5.790
P: 2.163 -0.907 -1.165
H: -0.720 -3.437 -4.320
H: 0.204 -4.850 -2.861
H: 1.246 -2.860 -0.243
H: -4.607 4.698 -4.205
Li: -0.310 0.249 -0.184
C: 2.381 -0.239 -2.815
C: -0.764 -1.552 -3.276
H: -3.863 -5.448 -0.105
C: 1.229 -2.472 -1.265
H: 2.904 1.458 -6.236
H: -0.858 -7.057 -2.699
H: -1.032 -2.436 -6.536
S: -0.726 3.373 -2.380
C: -2.392 -4.057 -0.809
H: 3.490 -0.276 1.250
H: -1.296 0.014 -6.767
C: -2.143 3.407 -3.379
H: -7.110 0.791 -2.505
H: -1.267 1.461 -4.763
C: -0.935 -0.172 -3.412
H: 6.608 -3.063 -1.397
H: 5.734 -0.844 2.162

Calculated values
Total energy in hartree: -3418.7058
LUMO energy in eV: -0.05
Multiplicity: 1
Gap between HOMO and LUMO in hartree: 0.2570

These are the Mulliken partial charges, in e, on atoms 1 to 4: number 1, H, carries 0.39; number 2, H, carries 0.43; number 3, C, carries -0.31; number 4, C, carries -0.41

No. 2
Here is a cluster of 2 separate species, C2H8BN in total from the Open Molecules 2025 dataset. Energies are from ωB97M-V with the def2-TZVPD basis set.

Cartesian coordinates (Å):
B: 0.686 -1.163 1.429
H: 0.177 0.154 -1.951
H: 1.154 1.686 -1.580
H: -0.800 -2.095 0.637
H: 1.670 -1.068 2.019
C: -0.630 0.977 -0.165
N: 0.005 -2.301 1.140
H: -1.527 0.348 -0.047
H: 0.381 -3.251 1.075
H: -0.587 1.795 -2.121
C: 0.057 1.183 -1.500
H: -0.702 1.914 0.467

Calculated values
Total energy in hartree: -160.4679
LUMO energy (alpha / beta) in eV: 0.64 / 0.77
Multiplicity: 1
Gap between HOMO and LUMO (alpha / beta) in hartree: 0.3085 / 0.2879

These are the Mulliken partial charges, in e, on atoms 1 to 4: number 1, B, carries -0.08; number 2, H, carries 0.20; number 3, H, carries 0.22; number 4, H, carries 0.23

No. 3
Here is a cluster of 11 separate species, C25H52BFN14O24 in total from the Open Molecules 2025 dataset. Energies are from ωB97M-V with the def2-TZVPD basis set.

Cartesian coordinates (Å):
H: -4.914 -4.467 4.857
C: 3.077 -1.635 -10.454
C: -0.963 5.828 1.407
O: 4.454 -0.048 4.293
H: -0.537 4.265 2.681
H: 1.463 -1.538 -2.061
H: 0.013 -4.595 5.669
H: -0.107 4.072 -1.757
N: 0.535 -6.301 4.561
O: -3.111 1.049 1.902
H: -1.019 7.232 -0.142
H: -2.146 6.075 -1.841
H: -6.607 7.345 0.951
H: 2.261 -1.338 -9.802
H: 3.739 -0.798 -10.648
H: 6.227 -5.180 -9.987
N: -6.292 5.579 -0.138
C: -0.045 -3.796 0.370
H: -4.549 0.292 -1.117
H: 2.383 -0.089 -1.608
H: -1.935 -0.837 4.615
C: -2.140 5.591 -0.868
O: 0.354 -6.930 3.538
H: 7.237 -4.849 -8.549
H: -1.170 -0.547 9.497
O: 1.303 -6.614 5.445
H: -1.900 6.107 1.884
H: 0.578 -3.719 -0.514
N: 0.400 -2.765 1.349
O: 5.793 -6.962 -8.152
H: -0.193 6.461 1.862
O: 2.680 -3.183 -12.134
H: -3.050 5.871 -0.358
H: -2.256 0.607 1.947
O: 7.135 -1.852 -7.730
N: -4.137 -3.444 3.213
O: 4.452 -5.378 -7.571
H: -0.707 1.169 9.685
O: 3.584 1.827 4.861
C: 1.641 -0.492 -2.279
H: -4.599 -2.725 5.119
H: 0.101 4.072 1.158
O: 1.832 -1.214 -12.350
N: -1.923 -0.061 -1.335
H: 2.680 -0.138 2.074
O: 1.815 2.210 1.548
F: 3.204 -1.174 -3.894
O: -2.011 -0.510 6.991
H: -0.004 5.893 -0.519
H: 4.079 0.054 0.975
H: -0.001 -4.397 3.894
C: 5.428 -1.716 -6.183
N: -2.000 0.465 6.259
N: 0.326 1.549 -1.987
N: 5.957 -1.619 -7.572
O: 5.179 -1.324 -8.459
C: -1.109 0.421 9.009
C: -2.107 4.090 -1.029
H: -1.051 0.706 4.416
O: -4.213 -0.973 1.250
O: 0.988 -0.050 8.141
H: -3.517 -1.551 0.919
C: -1.977 1.292 -1.260
C: -1.955 0.232 4.789
C: -0.968 3.482 -1.501
C: 3.400 0.557 1.655
C: -4.315 1.047 -0.379
H: -2.838 0.683 4.348
H: 5.777 -3.867 -8.865
H: 3.367 -1.036 6.226
C: 0.363 0.246 -1.991
N: 2.624 1.573 0.902
C: -0.767 -0.543 -1.702
N: 3.782 0.644 5.035
N: 5.423 -5.810 -8.160
C: -7.110 6.782 0.174
H: -1.088 -3.596 0.142
C: -0.252 -5.050 4.722
H: -2.068 0.724 8.605
O: 2.792 1.713 -0.291
H: -5.174 1.687 -0.198
H: 3.937 1.081 2.429
H: -4.141 3.733 -0.291
H: 4.370 -1.486 -6.197
H: 5.975 -1.003 -5.576
H: -6.007 -3.241 4.140
H: 0.065 -4.765 0.848
O: -4.667 -3.187 2.157
O: -6.714 4.833 -0.993
C: -0.868 2.081 -1.608
C: -3.162 1.920 -0.799
H: -8.084 6.433 0.505
O: -0.209 -2.728 2.396
H: 3.620 -2.474 -10.044
O: 1.323 -2.044 1.031
H: 5.601 -2.732 -5.840
C: -4.989 -3.470 4.432
H: -0.664 -1.617 -1.736
H: 1.346 -0.675 -4.415
B: -3.877 0.353 0.972
C: -0.956 6.147 -0.069
H: 3.464 0.528 7.093
O: -5.257 5.419 0.479
H: -7.198 7.360 -0.741
N: 2.480 -2.048 -11.754
C: 2.091 -0.340 -3.700
C: 3.112 0.017 6.204
O: -2.951 -3.682 3.354
C: -3.228 3.292 -0.677
O: -2.025 1.613 6.638
N: -0.151 0.286 7.879
H: -1.303 -5.315 4.696
O: -0.552 0.517 6.760
C: 6.230 -4.845 -8.954
N: -0.674 4.427 1.698
H: 2.411 0.668 -3.936
H: 2.052 0.163 6.068

Calculated values
Total energy in hartree: -3679.6460
LUMO energy in eV: -0.85
Multiplicity: 1
Gap between HOMO and LUMO in hartree: 0.2670

These are the Mulliken partial charges, in e, on atoms 1 to 4: number 1, H, carries 0.30; number 2, C, carries -0.53; number 3, C, carries -0.80; number 4, O, carries -0.57

No. 4
Here is an isolated molecule of C6H8 from the Open Molecules 2025 dataset. Energies are from ωB97M-V with the def2-TZVPD basis set.

Cartesian coordinates (Å):
H: -0.585 1.036 -1.674
H: -2.505 0.481 -0.444
C: -0.346 0.643 -0.691
H: 0.217 -2.094 1.271
H: 1.675 0.507 -1.128
C: -1.585 0.304 0.112
C: 1.096 0.811 -0.241
H: -1.692 0.424 1.187
H: 1.441 1.807 0.043
C: -0.685 -0.794 -0.378
H: 2.103 -0.302 1.495
C: 0.318 -1.198 0.665
H: -0.916 -1.466 -1.197
C: 1.274 -0.277 0.792

Calculated values
Total energy in hartree: -233.3579
LUMO energy in eV: 1.25
Multiplicity: 1
Gap between HOMO and LUMO in hartree: 0.3767

These are the Mulliken partial charges, in e, on atoms 1 to 4: number 1, H, carries 0.33; number 2, H, carries 0.26; number 3, C, carries -0.28; number 4, H, carries 0.40

No. 5
Here is an isolated molecule of C6H8O2S2 from the Open Molecules 2025 dataset. Energies are from ωB97M-V with the def2-TZVPD basis set.

Cartesian coordinates (Å):
C: 0.856 -1.226 -0.144
C: 0.580 -0.574 -1.389
H: 1.268 -0.788 -2.234
H: -0.054 -1.464 0.450
C: -0.068 0.582 -1.446
H: -3.246 -1.452 0.143
H: 1.499 1.910 0.751
H: -0.335 1.023 -2.359
C: -2.127 0.088 -0.101
O: -1.171 2.590 0.079
C: 0.872 1.190 1.225
S: -0.793 1.172 0.196
S: 2.148 -0.201 0.790
O: 2.998 0.284 -0.269
C: -2.417 -0.973 0.605
H: -2.234 -1.209 1.720
H: 1.474 -2.145 -0.332
H: 0.752 1.193 2.317

Calculated values
Total energy in hartree: -1179.9025
LUMO energy (alpha / beta) in eV: 0.00 / -2.28
Multiplicity: 3
Gap between HOMO and LUMO (alpha / beta) in hartree: 0.2184 / 0.2613

These are the Mulliken partial charges, in e, on atoms 1 to 4: number 1, C, carries -0.67; number 2, C, carries 0.06; number 3, H, carries 0.31; number 4, H, carries 0.19

No. 6
Here is a structure of composition C4H5LiMgO2 from the Open Molecules 2025 dataset. Energies are from ωB97M-V with the def2-TZVPD basis set.

Cartesian coordinates (Å):
H: -2.029 -0.857 -1.246
H: 0.411 1.043 0.732
C: -0.149 -0.809 -0.158
C: 0.769 0.168 0.154
O: 2.031 0.101 -0.070
Li: -3.908 1.734 1.471
Mg: 3.454 1.253 -0.929
O: -2.701 1.490 0.170
H: -2.046 -0.932 0.860
C: -2.028 0.709 -0.546
C: -1.611 -0.642 -0.105
H: 0.228 -1.754 -0.561
H: -1.773 1.097 -1.553

Calculated values
Total energy in hartree: -513.4009
LUMO energy in eV: -2.22
Multiplicity: 1
Gap between HOMO and LUMO in hartree: 0.0692

These are the Mulliken partial charges, in e, on atoms 1 to 4: number 1, H, carries 0.17; number 2, H, carries 0.29; number 3, C, carries -0.51; number 4, C, carries 0.12

No. 7
Here is a cluster of 2 separate species, C2H2Cl2F2 in total from the Open Molecules 2025 dataset. Energies are from ωB97M-V with the def2-TZVPD basis set.

Cartesian coordinates (Å):
C: -0.989 -0.669 0.109
H: 1.218 0.728 -0.901
Cl: -0.533 2.570 -0.579
F: 0.841 1.171 1.064
Cl: -2.439 0.085 0.592
H: -0.502 -1.344 0.763
C: 0.375 1.156 -0.167
F: -1.055 -1.392 -1.036

Calculated values
Total energy in hartree: -1197.4118
LUMO energy in eV: 0.37
Multiplicity: 1
Gap between HOMO and LUMO in hartree: 0.3452

These are the Mulliken partial charges, in e, on atoms 1 to 4: number 1, C, carries 0.01; number 2, H, carries 0.28; number 3, Cl, carries -0.09; number 4, F, carries -0.18